ORCA calculation (the ωB97M-V functional and the def2-TZVPD basis) on C47H67BIrN4O2P3 as an isolated structure in a non-equilibrium geometry.

The geometry in ORCA input format:
```
! RIJCOSX wB97M-V def2-TZVPD def2/J DEFGRID3
* xyz 2 1
Ir 0.383 0.034 -0.105
C 0.176 2.852 1.922
P -0.504 1.148 1.969
C -2.264 1.485 1.683
N -2.741 2.648 2.107
C -3.992 3.048 1.863
C -4.490 4.289 2.236
C -5.772 4.688 1.887
C -6.601 3.831 1.183
C -6.153 2.565 0.824
C -4.869 2.144 1.130
N -4.354 0.964 0.762
C -3.103 0.619 0.975
P -2.453 -0.922 0.213
C -3.210 -0.708 -1.457
C -3.565 -2.317 0.912
C -3.454 -2.368 2.432
C -2.985 -3.607 0.328
C -5.027 -2.129 0.532
C -0.354 0.753 3.826
C -1.274 -0.402 4.203
C -0.767 1.978 4.641
C 1.102 0.373 4.092
H -0.522 3.548 2.382
H 0.357 3.157 0.895
H 1.124 2.881 2.450
H -3.846 4.943 2.803
H -6.113 5.673 2.162
H -7.594 4.147 0.904
H -6.794 1.888 0.280
H -4.210 -0.289 -1.367
H -3.260 -1.676 -1.950
H -2.582 -0.052 -2.056
H -2.424 -2.490 2.751
H -4.012 -3.226 2.802
H -3.874 -1.475 2.890
H -1.937 -3.719 0.608
H -3.050 -3.632 -0.757
H -3.533 -4.464 0.716
H -5.373 -1.132 0.803
H -5.632 -2.847 1.081
H -5.208 -2.290 -0.526
H -2.309 -0.164 3.967
H -1.207 -0.584 5.274
H -0.989 -1.322 3.703
H -1.732 2.358 4.309
H -0.035 2.779 4.596
H -0.870 1.686 5.684
H 1.376 -0.533 3.551
H 1.235 0.183 5.156
H 1.787 1.170 3.806
C 2.420 -3.975 1.746
C 1.193 -3.507 2.192
C 0.674 -2.356 1.629
N 1.295 -1.647 0.679
C 2.475 -2.111 0.251
C 3.065 -3.258 0.751
H 2.850 -4.875 2.156
H 0.645 -4.023 2.965
H -0.292 -1.981 1.936
H 2.973 -1.549 -0.525
H 4.019 -3.579 0.363
C -1.066 -0.969 -5.160
C 0.157 -1.172 -4.269
C 1.400 -0.795 -5.077
O 0.043 -0.258 -3.148
B 0.156 -0.947 -1.988
O 0.303 -2.270 -2.157
C 0.239 -2.587 -3.573
C 1.494 -3.386 -3.912
C -0.997 -3.460 -3.782
H -1.032 0.026 -5.594
H -1.988 -1.061 -4.596
H -1.063 -1.689 -5.969
H 1.338 0.255 -5.349
H 1.437 -1.377 -5.992
H 2.323 -0.952 -4.528
H 2.378 -2.906 -3.500
H 1.607 -3.502 -4.984
H 1.418 -4.373 -3.466
H -1.904 -2.957 -3.458
H -0.885 -4.368 -3.196
H -1.101 -3.736 -4.826
C -1.435 4.765 -0.994
C -1.712 3.587 -1.940
C -1.174 3.873 -3.348
C -3.216 3.283 -1.991
C -1.035 2.434 -1.414
N -0.507 1.519 -0.953
H -1.927 5.653 -1.383
H -0.369 4.964 -0.915
H -1.823 4.561 0.000
H -1.687 4.739 -3.753
H -1.346 3.027 -4.009
H -0.107 4.082 -3.322
H -3.740 4.162 -2.352
H -3.600 3.033 -1.007
H -3.425 2.457 -2.664
C 2.713 1.300 -2.524
P 2.610 1.387 -0.697
C 2.885 3.175 -0.417
C 2.535 4.099 -1.400
C 2.754 5.449 -1.201
C 3.322 5.894 -0.020
C 3.634 4.983 0.976
C 3.406 3.633 0.791
C 4.181 0.630 -0.169
C 5.108 0.128 -1.077
C 6.262 -0.483 -0.623
C 6.519 -0.568 0.734
C 5.592 -0.087 1.645
C 4.413 0.476 1.197
H 3.511 1.948 -2.889
H 1.759 1.583 -2.966
H 2.909 0.271 -2.816
H 2.119 3.765 -2.337
H 2.485 6.157 -1.969
H 3.541 6.941 0.113
H 4.063 5.336 1.898
H 3.674 2.932 1.569
H 4.955 0.222 -2.140
H 6.961 -0.886 -1.339
H 7.441 -1.009 1.076
H 5.788 -0.158 2.704
H 3.668 0.807 1.910
*
```

Summary:
Orbital gap (spin up / spin down) = 0.2550 / 0.2550 Eh
Energy = -91256.639 eV
Relative energy (zero: lowest compared OMol25 entry of this formula, charge and spin) = 278.2 kJ/mol
M = 1016.03 g/mol
HOMO (spin up / spin down) = -12.94 / -12.94 eV



ORCA calculation (the ωB97M-V functional and the def2-TZVPD basis) on C47H71FIrN4O3PSi2Te as an isolated structure in a non-equilibrium geometry.

The geometry in ORCA input format:
```
! RIJCOSX wB97M-V def2-TZVPD def2/J DEFGRID3
* xyz 3 2
Ir 0.492 0.728 1.740
C 2.193 2.796 5.695
C 2.164 2.179 4.297
C 3.004 2.989 3.299
P 0.491 1.934 3.622
C -0.652 1.507 4.972
C -0.235 0.160 5.562
C -2.096 1.500 4.460
C -0.144 3.506 3.019
C -0.351 4.647 3.761
C -0.840 5.817 3.157
C -1.045 7.067 3.951
C -1.121 5.794 1.777
C -0.941 4.662 1.022
C -0.455 3.492 1.646
N -0.241 2.327 0.963
C -0.613 2.288 -0.435
C 0.374 2.547 -1.381
C 1.742 3.029 -0.974
C 0.026 2.435 -2.723
C -1.264 2.113 -3.121
C -1.634 2.054 -4.578
C -2.228 1.898 -2.140
C -1.925 1.983 -0.786
C -2.988 1.781 0.256
H 3.230 2.830 6.032
H 1.631 2.222 6.430
H 1.826 3.823 5.692
H 2.577 1.164 4.338
H 2.681 4.031 3.279
H 2.951 2.579 2.292
H 4.049 2.965 3.606
H -0.552 2.288 5.730
H -0.200 -0.593 4.778
H -0.951 -0.163 6.319
H 0.749 0.199 6.031
H -2.215 0.809 3.627
H -2.414 2.486 4.121
H -2.769 1.189 5.260
H -0.146 4.657 4.825
H -0.954 6.890 5.020
H -2.024 7.502 3.744
H -0.302 7.816 3.666
H -1.488 6.696 1.303
H -1.157 4.660 -0.038
H 1.704 4.092 -0.722
H 2.457 2.912 -1.786
H 2.124 2.514 -0.093
H 0.784 2.632 -3.473
H -0.749 1.943 -5.205
H -2.138 2.974 -4.879
H -2.322 1.231 -4.776
H -3.248 1.675 -2.433
H -3.856 1.283 -0.168
H -3.323 2.739 0.663
H -2.622 1.190 1.094
F -1.988 -1.669 -4.133
C -0.680 -1.463 -3.898
C -0.306 -1.050 -2.659
C 1.042 -0.825 -2.350
C 1.406 -0.446 -1.000
O 0.498 -0.417 -0.106
C 2.761 -0.161 -0.782
C 3.647 -0.286 -1.828
N 3.339 -0.683 -3.064
C 4.481 -0.746 -3.988
C 4.708 -1.801 -5.021
C 4.457 -0.368 -5.434
C 2.003 -0.977 -3.361
C 1.587 -1.408 -4.630
C 0.263 -1.697 -4.923
N -0.079 -2.160 -6.204
C 0.768 -3.141 -6.873
C 0.972 -2.710 -8.322
N -0.303 -2.059 -8.812
C -1.506 -2.644 -8.129
C -1.474 -2.262 -6.645
C 3.329 0.298 0.518
O 4.511 0.482 0.653
O 2.468 0.506 1.503
H -1.059 -0.900 -1.896
H 4.684 -0.052 -1.628
H 5.368 -0.440 -3.457
H 3.952 -2.552 -5.192
H 5.714 -2.188 -5.093
H 3.519 -0.101 -5.897
H 5.289 0.222 -5.790
H 2.303 -1.515 -5.421
H 0.300 -4.130 -6.829
H 1.736 -3.234 -6.390
H 1.192 -3.561 -8.965
H 1.767 -1.975 -8.427
H -0.379 -2.150 -9.827
H -0.269 -1.061 -8.600
H -1.470 -3.719 -8.292
H -2.405 -2.259 -8.605
H -2.047 -3.013 -6.097
H -1.961 -1.299 -6.501
C -4.866 -0.738 2.394
Si -4.173 -2.190 3.327
C -4.849 -2.315 5.043
C -4.361 -3.745 2.329
C -2.285 -1.919 3.541
Te -1.248 -1.396 1.765
C -0.098 -3.179 1.644
Si 1.296 -3.750 2.834
C 1.478 -5.544 2.409
C 0.797 -3.567 4.611
C 2.813 -2.759 2.448
H -5.932 -0.875 2.197
H -4.372 -0.625 1.428
H -4.755 0.197 2.950
H -5.933 -2.448 5.027
H -4.637 -1.416 5.625
H -4.426 -3.171 5.574
H -5.414 -3.945 2.119
H -3.968 -4.613 2.863
H -3.848 -3.673 1.366
H -1.844 -2.862 3.870
H -2.108 -1.175 4.308
H 0.307 -3.147 0.630
H -0.890 -3.934 1.670
H 0.595 -6.112 2.710
H 2.335 -5.977 2.930
H 1.635 -5.701 1.340
H -0.064 -4.191 4.862
H 0.565 -2.541 4.888
H 1.624 -3.894 5.246
H 3.226 -3.028 1.472
H 3.593 -2.944 3.190
H 2.621 -1.685 2.445
*
```

Summary:
Expectation value of S² = 1.024
Orbital gap (spin up / spin down) = 0.2170 / 0.2184 Eh
Energy = -99868.083 eV
Relative energy (zero: lowest compared OMol25 entry of this formula, charge and spin) = 171.9 kJ/mol
M = 1166.07 g/mol
HOMO (spin up / spin down) = -14.52 / -14.51 eV



- The lowest relative energy (zero: lowest compared OMol25 entry of this formula, charge and spin) belongs to which entry?
  C47H71FIrN4O3PSi2Te